[1]
Formula: C46H108N8O14
Source: OMol25
Level of theory: wB97M-V/def2-TZVPD

Charge ... 0
E_HOMO ... -8.044 eV
Energy above the lowest of the compared OMol25 structures with the same formula, charge and spin ... 0.0 kcal/mol
LUMO energy ... 0.32 eV
Spin multiplicity ... 1
Frontier orbital gap ... 8.36 eV

Last column: Löwdin charge in e.
Element x y z (Å)
C (-4.236, 1.983, -5.946)  -0.053
C (-3.140, 1.582, -4.985)  -0.531
C (-2.882, 0.076, -5.221)  -0.114
C (-1.529, -0.389, -4.598)  -0.158
C (-0.383, 0.451, -5.203)  -0.139
C (-0.554, 1.935, -5.069)  -0.536
N (-1.953, 2.253, -5.522)  -0.074
O (-2.124, 3.662, -5.325)  -0.055
C (-0.417, 2.366, -3.627)  -0.040
C (0.443, 2.649, -5.949)  -0.031
C (-3.552, 1.887, -3.540)  -0.016
H (-5.135, 1.397, -5.786)  0.082
H (-3.878, 1.906, -6.996)  0.102
H (-4.497, 3.020, -5.704)  0.082
H (-3.719, -0.512, -4.824)  0.119
H (-2.900, -0.145, -6.270)  0.104
H (-1.334, -1.466, -4.734)  0.105
H (-1.596, -0.188, -3.528)  0.051
H (-0.377, 0.189, -6.287)  0.130
H (0.599, 0.097, -4.836)  0.118
H (-0.813, 3.388, -3.550)  0.084
H (-0.979, 1.756, -2.899)  0.072
H (0.640, 2.475, -3.368)  0.078
H (0.094, 2.487, -6.957)  0.082
H (0.453, 3.735, -5.760)  0.090
H (1.460, 2.251, -5.849)  0.092
H (-4.617, 1.584, -3.467)  0.098
H (-3.424, 2.907, -3.258)  0.078
H (-3.079, 1.200, -2.872)  0.036
H (-2.292, 4.100, -6.175)  0.113
C (2.851, -0.055, -2.304)  -0.044
C (3.950, 0.006, -1.237)  -0.447
C (3.405, 0.739, 0.050)  -0.147
C (4.282, 0.562, 1.227)  -0.209
C (4.373, -0.893, 1.606)  -0.112
C (4.895, -1.737, 0.365)  -0.510
N (3.989, -1.439, -0.816)  -0.092
O (4.449, -2.242, -1.899)  -0.055
C (6.310, -1.388, 0.080)  -0.048
C (4.880, -3.190, 0.718)  -0.032
C (5.243, 0.736, -1.788)  -0.007
H (3.251, -0.608, -3.189)  0.095
H (2.522, 0.930, -2.634)  0.068
H (2.014, -0.607, -1.790)  0.075
H (3.242, 1.809, -0.167)  0.104
H (2.458, 0.320, 0.332)  0.112
H (3.760, 1.104, 2.039)  0.112
H (5.310, 0.997, 1.089)  0.122
H (3.379, -1.280, 1.905)  0.111
H (5.082, -1.137, 2.408)  0.124
H (6.941, -1.666, 0.900)  0.085
H (6.597, -1.917, -0.830)  0.099
H (6.449, -0.314, -0.037)  0.057
H (3.935, -3.446, 1.229)  0.088
H (4.948, -3.759, -0.169)  0.068
H (5.670, -3.387, 1.425)  0.087
H (4.933, 1.424, -2.560)  0.074
H (5.891, -0.022, -2.266)  0.089
H (5.761, 1.186, -0.974)  0.046
H (3.777, -2.914, -2.079)  0.046
C (3.494, 6.693, 1.470)  -0.052
C (2.261, 5.934, 1.910)  -0.516
C (1.101, 6.967, 2.069)  -0.131
C (-0.192, 6.227, 2.227)  -0.209
C (-0.573, 5.438, 1.026)  -0.124
C (0.512, 4.374, 0.750)  -0.502
N (1.871, 4.973, 0.869)  -0.071
O (2.882, 3.970, 0.680)  -0.042
C (0.390, 3.280, 1.802)  -0.037
C (0.325, 3.753, -0.597)  -0.034
C (2.528, 5.213, 3.259)  -0.012
H (4.404, 6.044, 1.414)  0.091
H (3.670, 7.535, 2.177)  0.096
H (3.361, 7.067, 0.445)  0.088
H (1.279, 7.543, 2.984)  0.124
H (1.092, 7.719, 1.277)  0.122
H (-0.996, 6.909, 2.543)  0.121
H (-0.060, 5.528, 3.098)  0.109
H (-0.631, 6.171, 0.209)  0.130
H (-1.501, 4.897, 1.063)  0.113
H (-0.532, 2.702, 1.603)  0.091
H (1.256, 2.656, 1.659)  0.078
H (0.422, 3.607, 2.822)  0.041
H (0.458, 4.489, -1.399)  0.101
H (0.974, 2.894, -0.753)  0.078
H (-0.708, 3.406, -0.651)  0.073
H (3.032, 5.938, 3.911)  0.092
H (3.200, 4.394, 3.108)  0.074
H (1.606, 4.870, 3.661)  0.043
H (3.468, 4.301, -0.005)  0.102
C (-0.892, 1.663, 4.517)  -0.024
C (-0.328, 0.169, 4.456)  -0.432
C (1.189, 0.274, 4.341)  -0.160
C (1.928, -0.972, 4.652)  -0.205
C (1.517, -1.515, 6.033)  -0.116
C (-0.037, -1.761, 6.147)  -0.472
N (-0.774, -0.553, 5.704)  -0.106
O (-2.164, -0.789, 5.679)  -0.043
C (-0.416, -3.026, 5.339)  -0.024
C (-0.366, -1.890, 7.671)  -0.034
C (-0.962, -0.486, 3.183)  -0.020
H (-0.737, 2.061, 5.518)  0.077
H (-1.984, 1.760, 4.286)  0.082
H (-0.355, 2.250, 3.762)  0.028
H (1.524, 0.643, 3.360)  0.114
H (1.533, 1.020, 5.058)  0.122
H (3.036, -0.846, 4.698)  0.122
H (1.747, -1.709, 3.857)  0.093
H (1.861, -0.757, 6.762)  0.120
H (1.990, -2.482, 6.227)  0.121
H (-1.504, -3.062, 5.123)  0.085
H (0.187, -3.164, 4.437)  0.065
H (-0.217, -3.931, 5.878)  0.067
H (-1.462, -1.892, 7.790)  0.078
H (-0.030, -2.840, 8.088)  0.078
H (0.052, -1.053, 8.190)  0.064
H (-0.533, -1.448, 3.031)  0.041
H (-0.741, 0.194, 2.348)  0.081
H (-2.041, -0.693, 3.318)  0.067
H (-2.536, -0.061, 6.213)  0.116
C (0.709, -3.632, 0.510)  -0.584
O (0.964, -3.226, 1.678)  -0.025
N (1.408, -3.254, -0.639)  0.173
N (-0.301, -4.513, 0.191)  0.163
H (2.279, -2.745, -0.573)  0.056
H (1.171, -3.467, -1.610)  0.059
H (-0.171, -4.827, -0.749)  0.070
H (-0.924, -5.012, 0.796)  0.091
C (-1.967, -1.811, -1.665)  -0.682
O (-1.697, -2.984, -1.866)  0.017
N (-1.108, -0.814, -1.486)  0.192
N (-3.221, -1.358, -1.629)  0.216
H (-0.138, -1.048, -1.439)  0.084
H (-1.432, -0.187, -0.761)  0.075
H (-3.910, -2.081, -1.522)  0.084
H (-3.431, -0.492, -1.177)  0.073
C (-4.589, -5.141, -2.334)  -0.203
C (-3.502, -6.116, -1.864)  -0.283
O (-3.970, -7.127, -1.068)  -0.050
O (-4.979, -4.209, -1.317)  -0.074
H (-5.434, -5.717, -2.736)  0.128
H (-4.112, -4.651, -3.177)  0.112
H (-2.742, -5.503, -1.352)  0.107
H (-2.996, -6.563, -2.714)  0.121
H (-3.788, -7.100, -0.115)  0.094
H (-5.735, -4.577, -0.866)  0.091
C (-3.529, 1.099, 1.091)  -0.177
C (-4.699, 1.877, 0.606)  -0.276
O (-4.232, 3.125, 0.290)  -0.047
O (-2.512, 1.127, 0.010)  -0.123
H (-3.846, 0.034, 1.263)  0.129
H (-3.154, 1.476, 2.009)  0.094
H (-5.476, 1.930, 1.395)  0.142
H (-4.984, 1.450, -0.356)  0.121
H (-4.899, 3.789, 0.203)  0.092
H (-2.323, 2.086, -0.083)  0.074
C (0.846, -3.435, -4.128)  -0.245
C (2.233, -4.106, -4.336)  -0.248
O (3.030, -4.187, -3.228)  -0.056
O (0.093, -4.302, -3.309)  -0.104
H (0.502, -3.406, -5.191)  0.122
H (0.741, -2.403, -3.758)  0.108
H (2.768, -3.613, -5.105)  0.108
H (1.982, -5.143, -4.728)  0.147
H (2.697, -4.951, -2.749)  0.106
H (-0.695, -3.800, -3.023)  0.033
C (-3.421, -4.504, 2.304)  -0.273
C (-3.177, -3.085, 1.913)  -0.227
O (-4.252, -2.563, 1.126)  -0.083
O (-4.616, -4.626, 3.018)  -0.061
H (-2.597, -4.853, 2.906)  0.122
H (-3.583, -5.154, 1.440)  0.103
H (-2.249, -2.977, 1.361)  0.105
H (-3.103, -2.543, 2.860)  0.114
H (-4.282, -3.081, 0.299)  0.046
H (-5.346, -4.152, 2.557)  0.102

[2]
Formula: C46H118CrF8N11O16S2
Source: OMol25
Level of theory: wB97M-V/def2-TZVPD

Charge ... -1
E_HOMO (spin up / spin down) ... -2.156 / -6.122 eV
<S²> ... 6.01
LUMO energy (spin up / spin down) ... 2.12 / 2.11 eV
Spin multiplicity ... 5
Frontier orbital gap (spin up / spin down) ... 4.27 / 8.23 eV

Last column: Mulliken spin population.
Element x y z (Å)
Cr (1.660, 0.453, 2.208)  3.807
F (3.570, 0.624, 1.566)  0.023
F (-0.161, 0.557, 3.088)  0.021
C (-2.132, -0.118, 0.469)  0.036
F (-1.662, -1.308, 0.853)  0.004
F (-2.999, -0.263, -0.540)  0.000
F (-2.749, 0.424, 1.483)  -0.003
S (-0.657, 1.024, -0.116)  0.054
O (-0.820, 1.263, -1.545)  0.034
O (-0.838, 2.262, 0.595)  0.008
N (0.960, 0.335, 0.371)  -0.117
S (1.646, -0.003, -1.108)  0.120
O (1.638, 1.115, -2.057)  -0.001
O (2.995, -0.507, -0.977)  0.017
C (0.652, -1.549, -1.846)  0.007
F (-0.587, -1.382, -2.095)  0.001
F (1.284, -1.812, -2.979)  0.001
F (0.810, -2.579, -0.971)  -0.002
C (7.209, -1.733, -4.711)  0.000
O (6.147, -1.296, -3.906)  0.000
C (6.168, 0.126, -3.795)  0.000
C (4.871, 0.536, -3.036)  0.000
N (4.489, 1.927, -3.101)  0.001
C (5.501, 2.845, -2.543)  0.000
C (5.013, 4.183, -2.894)  0.000
O (3.846, 4.527, -2.168)  0.000
C (2.752, 4.981, -2.920)  0.000
H (7.040, -1.486, -5.759)  0.000
H (7.189, -2.820, -4.632)  0.000
H (8.172, -1.317, -4.414)  0.000
H (6.113, 0.625, -4.763)  0.000
H (7.100, 0.347, -3.276)  0.000
H (4.956, 0.129, -2.028)  0.000
H (3.977, 0.083, -3.465)  -0.001
H (3.624, 2.122, -2.616)  0.000
H (6.473, 2.607, -2.976)  0.000
H (5.519, 2.714, -1.462)  0.000
H (4.958, 4.278, -3.978)  0.000
H (5.770, 4.938, -2.679)  0.000
H (1.918, 5.425, -2.376)  0.000
H (2.413, 4.233, -3.637)  0.000
H (3.228, 5.743, -3.536)  0.000
C (2.881, 6.838, 1.596)  0.000
O (3.073, 5.429, 1.503)  0.000
C (1.878, 4.910, 0.981)  -0.002
C (2.035, 3.356, 0.895)  0.054
N (1.645, 2.693, 2.152)  -0.113
C (2.617, 3.071, 3.210)  0.013
C (2.338, 2.175, 4.445)  0.005
O (2.267, 0.750, 4.197)  -0.081
C (1.888, 0.082, 5.433)  0.037
H (2.874, 7.361, 0.639)  0.000
H (3.733, 7.170, 2.191)  0.000
H (1.930, 7.099, 2.060)  0.000
H (1.644, 5.263, -0.023)  0.000
H (0.958, 5.005, 1.557)  0.000
H (3.062, 3.065, 0.678)  -0.004
H (1.453, 2.925, 0.080)  0.021
H (0.782, 3.160, 2.391)  0.044
H (2.556, 4.135, 3.441)  0.002
H (3.674, 2.942, 2.975)  -0.005
H (1.498, 2.520, 5.048)  0.001
H (3.220, 2.322, 5.069)  0.000
H (0.909, 0.346, 5.832)  0.002
H (2.592, 0.355, 6.219)  0.005
H (1.826, -1.002, 5.338)  -0.007
C (-7.863, 0.177, 3.099)  0.000
C (-6.480, -0.052, 2.615)  0.000
C (-6.529, -0.444, 1.081)  0.000
O (-7.157, -1.691, 0.926)  0.000
C (-7.060, -2.199, -0.375)  0.000
N (-5.738, 1.209, 2.754)  0.000
H (-7.914, 0.690, 4.059)  0.000
H (-8.502, -0.703, 3.035)  0.000
H (-8.380, 0.893, 2.461)  0.000
H (-5.904, -0.865, 3.057)  0.000
H (-5.505, -0.378, 0.712)  0.000
H (-7.116, 0.253, 0.483)  0.000
H (-7.543, -1.491, -1.049)  0.000
H (-7.592, -3.150, -0.411)  0.000
H (-6.045, -2.455, -0.677)  0.000
H (-4.781, 0.913, 2.627)  0.001
H (-5.794, 1.657, 3.657)  0.000
C (-3.991, 2.174, -7.578)  0.000
C (-2.474, 2.202, -7.583)  0.000
C (-1.903, 1.960, -6.132)  0.000
O (-0.482, 2.100, -5.945)  0.000
C (-0.082, 2.069, -4.560)  0.001
N (-2.032, 1.118, -8.459)  0.000
H (-4.399, 1.237, -7.199)  0.000
H (-4.386, 2.173, -8.594)  0.000
H (-4.327, 3.071, -7.058)  0.000
H (-2.137, 3.176, -7.935)  0.000
H (-2.203, 0.966, -5.801)  0.000
H (-2.374, 2.584, -5.372)  0.000
H (1.007, 2.040, -4.521)  0.000
H (-0.400, 1.161, -4.049)  -0.001
H (-0.389, 2.913, -3.942)  0.000
H (-2.029, 1.475, -9.404)  0.000
H (-1.047, 0.938, -8.323)  0.000
C (-0.184, 5.697, 4.915)  0.000
C (-1.281, 5.213, 4.036)  0.000
C (-1.846, 6.281, 3.052)  0.000
O (-2.985, 5.800, 2.308)  0.000
C (-4.197, 5.679, 3.124)  0.000
N (-0.815, 4.085, 3.249)  0.000
H (0.364, 4.831, 5.285)  0.000
H (-0.723, 6.338, 5.613)  0.000
H (0.506, 6.392, 4.436)  0.000
H (-2.110, 4.856, 4.647)  0.000
H (-1.167, 6.552, 2.244)  0.000
H (-2.053, 7.214, 3.576)  0.000
H (-4.326, 4.630, 3.389)  0.000
H (-5.131, 5.965, 2.640)  0.000
H (-4.144, 6.409, 3.933)  0.000
H (-1.033, 3.285, 3.827)  0.000
H (-1.548, 4.052, 2.555)  0.000
C (-9.335, 0.641, -5.256)  0.000
C (-7.849, 0.145, -5.081)  0.000
C (-7.328, 0.167, -3.603)  0.000
O (-5.925, -0.040, -3.666)  0.000
C (-5.207, 0.282, -2.503)  -0.002
N (-7.778, -1.237, -5.533)  0.000
H (-9.580, 0.884, -6.290)  0.000
H (-9.389, 1.623, -4.785)  0.000
H (-10.125, 0.061, -4.780)  0.000
H (-7.217, 0.680, -5.791)  0.000
H (-7.948, -0.487, -2.991)  0.000
H (-7.582, 1.182, -3.299)  0.000
H (-5.362, -0.555, -1.822)  0.001
H (-5.340, 1.208, -1.944)  0.000
H (-4.130, 0.321, -2.666)  0.002
H (-7.602, -1.308, -6.525)  0.000
H (-6.988, -1.732, -5.145)  0.000
C (7.007, -2.368, 1.889)  0.000
C (5.599, -2.574, 2.535)  0.000
C (5.528, -1.670, 3.763)  0.001
O (4.301, -1.901, 4.469)  0.004
C (4.311, -3.109, 5.302)  0.001
N (4.554, -2.236, 1.501)  -0.005
H (7.064, -2.857, 0.917)  0.000
H (7.854, -2.691, 2.493)  0.000
H (7.161, -1.310, 1.674)  0.000
H (5.539, -3.632, 2.788)  0.000
H (5.622, -0.597, 3.594)  0.000
H (6.312, -1.839, 4.501)  0.000
H (3.291, -3.407, 5.545)  -0.001
H (4.816, -2.961, 6.256)  0.000
H (4.884, -3.876, 4.782)  0.000
H (4.544, -1.246, 1.302)  0.000
H (4.826, -2.665, 0.628)  0.002
C (1.851, -3.860, 1.746)  -0.004
C (0.928, -2.648, 2.246)  0.071
C (0.031, -2.938, 3.494)  -0.007
O (0.830, -3.195, 4.612)  0.001
C (0.207, -3.291, 5.907)  0.000
N (1.916, -1.628, 2.650)  -0.074
H (2.683, -4.089, 2.412)  0.000
H (2.391, -3.700, 0.813)  0.001
H (1.111, -4.621, 1.496)  -0.002
H (0.378, -2.349, 1.354)  0.017
H (-0.637, -3.721, 3.137)  0.002
H (-0.591, -2.051, 3.615)  -0.001
H (-0.409, -2.428, 6.160)  0.000
H (1.025, -3.361, 6.623)  0.000
H (-0.489, -4.123, 6.013)  0.000
H (2.754, -1.953, 2.190)  -0.037
H (2.138, -1.995, 3.564)  0.045
C (4.409, -3.807, -3.347)  0.000
C (4.373, -3.741, -1.830)  -0.001
C (5.111, -4.865, -1.154)  0.000
O (4.387, -6.086, -1.427)  0.000
C (4.957, -7.243, -0.858)  0.000
N (4.996, -2.522, -1.413)  0.001
H (4.149, -2.835, -3.766)  0.000
H (3.591, -4.480, -3.608)  0.000
H (5.377, -4.106, -3.749)  0.000
H (3.365, -3.772, -1.416)  0.001
H (5.193, -4.717, -0.077)  0.000
H (6.109, -5.048, -1.552)  0.000
H (6.024, -7.444, -0.952)  0.000
H (4.373, -8.125, -1.121)  0.000
H (4.866, -7.128, 0.222)  0.000
H (5.906, -2.547, -1.851)  0.000
H (4.550, -1.703, -1.800)  0.000
C (-3.596, -4.951, -0.503)  0.000
C (-3.495, -4.789, 1.042)  0.001
C (-4.588, -3.832, 1.600)  -0.001
O (-4.489, -3.715, 2.999)  0.000
C (-3.610, -2.705, 3.501)  -0.001
N (-3.612, -6.033, 1.700)  0.000
H (-4.644, -5.005, -0.797)  0.000
H (-3.066, -5.852, -0.814)  0.000
H (-3.039, -4.108, -0.910)  0.000
H (-2.479, -4.536, 1.344)  0.000
H (-5.592, -4.193, 1.374)  0.000
H (-4.580, -2.881, 1.068)  0.001
H (-2.709, -2.404, 2.966)  0.001
H (-3.179, -3.092, 4.423)  0.000
H (-4.108, -1.798, 3.845)  0.000
H (-3.196, -5.804, 2.592)  0.000
H (-4.561, -6.309, 1.907)  0.000

> Which formula does entry 1 have?

C46H108N8O14